{"formula": "C60H126F9N14O20", "method": "wB97M-V/def2-TZVPD", "lumo_ev": -5.410, "total_charge": 3, "gap_ev": 6.32, "largest_force_ev_per_a": 5.60, "species": ["F", "F", "F", "F", "F", "F", "F", "F", "F", "O", "O", "O", "O", "O", "O", "O", "O", "O", "O", "O", "O", "O", "O", "O", "O", "O", "O", "O", "O", "N", "N", "N", "N", "N", "N", "N", "N", "N", "N", "N", "N", "N", "N", "C", "C", "C", "C", "C", "C", "C", "C", "C", "C", "C", "C", "C", "C", "C", "C", "C", "C", "C", "C", "C", "C", "C", "C", "C", "C", "C", "C", "C", "C", "C", "C", "C", "C", "C", "C", "C", "C", "C", "C", "C", "C", "C", "C", "C", "C", "C", "C", "C", "C", "C", "C", "C", "C", "C", "C", "C", "C", "C", "C", "H", "H", "H", "H", "H", "H", "H", "H", "H", "H", "H", "H", "H", "H", "H", "H", "H", "H", "H", "H", "H", "H", "H", "H", "H", "H", "H", "H", "H", "H", "H", "H", "H", "H", "H", "H", "H", "H", "H", "H", "H", "H", "H", "H", "H", "H", "H", "H", "H", "H", "H", "H", "H", "H", "H", "H", "H", "H", "H", "H", "H", "H", "H", "H", "H", "H", "H", "H", "H", "H", "H", "H", "H", "H", "H", "H", "H", "H", "H", "H", "H", "H", "H", "H", "H", "H", "H", "H", "H", "H", "H", "H", "H", "H", "H", "H", "H", "H", "H", "H", "H", "H", "H", "H", "H", "H", "H", "H", "H", "H", "H", "H", "H", "H", "H", "H", "H", "H", "H", "H", "H", "H", "H", "H", "H", "H"], "coordinates": [[-1.433512, 1.609053, 6.108368], [-2.631532, -1.498267, -7.873072], [0.337088, 2.821403, 5.747528], [5.204748, -2.120997, -3.854392], [5.081228, 0.027053, -3.902502], [-3.131752, 0.334813, -7.069192], [-1.404202, 3.197643, 4.632178], [6.825628, -0.957927, -3.297802], [-4.236572, -1.370037, -6.356882], [-3.297052, -0.485097, 8.205648], [-5.154882, -0.940197, 4.527048], [5.972748, -1.946087, -0.886602], [-2.553872, -0.915447, -4.172972], [-2.911042, -4.565957, 0.467018], [2.448338, 4.934993, -1.915532], [-6.057572, 2.168083, 1.548678], [-4.865052, -5.043497, -0.057282], [-1.048282, 0.496963, 3.263898], [-0.461182, -7.700187, 0.569298], [1.654848, 6.664133, -2.874422], [0.516788, 5.711983, -1.398572], [0.611148, 0.107533, 4.805188], [-1.931032, 4.672473, -4.886372], [-4.439732, -3.097987, 0.676708], [-1.127862, -2.138467, -5.497442], [-2.138482, 4.403403, 1.137458], [4.823648, 0.062793, -0.780412], [0.063428, -4.188297, 3.331378], [0.651088, 2.014573, -7.133452], [1.545498, 5.739873, -2.097492], [5.074188, 3.830573, -3.446702], [-1.760692, -6.251787, 2.607428], [1.455948, 5.037663, 2.426538], [1.134288, -4.770137, -1.123162], [6.669588, 3.474503, -1.887822], [-3.264862, 1.716693, 1.555458], [-0.455762, -1.201917, -0.171702], [0.986448, -0.261967, -1.617102], [-4.103122, -4.238307, 0.362638], [-0.672322, -4.555637, -2.455812], [3.058818, 3.760493, 1.478748], [-0.062322, 4.669893, -7.047062], [-2.536912, -1.370937, 5.518338], [-2.008372, -1.045127, -5.472362], [1.798678, 4.240153, 1.323368], [0.311388, -8.450227, -0.311262], [0.371188, 7.060713, 3.349218], [-0.590042, -6.494877, 3.628798], [-7.237672, 2.707823, 1.001898], [5.533838, 5.077893, -2.976642], [6.113768, -3.368397, -1.265842], [-4.336902, 0.635293, 1.277898], [6.564368, 4.855103, -2.065312], [0.342438, 4.271103, -5.590752], [4.009258, 3.553823, -4.345002], [-6.551132, -0.911117, 4.239578], [-1.071302, 3.693553, -7.744082], [-0.682952, 2.245483, 5.144538], [2.488558, -0.781097, 6.005158], [7.607738, 2.877993, -1.034392], [-3.240792, 4.110583, -4.445752], [1.414898, 0.063533, -0.341342], [-5.574192, 1.201813, 0.613758], [-3.912932, -0.139137, -2.371742], [-2.029952, -4.693877, -2.889272], [6.518048, -4.001647, 0.110518], [-0.187492, -0.998677, -1.524042], [5.754228, 2.848793, -2.738782], [9.064068, 2.990573, -1.664362], [5.546188, -0.998267, -3.183612], [-0.148652, 1.165673, 4.114138], [-2.872942, 5.257033, 0.309528], [0.432448, -3.988197, -3.114422], [-2.207182, -1.355477, 8.126488], [3.398438, 4.146593, 2.751728], [-0.827122, 3.872153, -4.713722], [-2.485912, -2.228767, 6.913318], [-3.033512, 0.659213, 9.047118], [0.576298, -2.920847, 3.859428], [0.204118, 5.763443, 2.553088], [2.363798, -4.141067, 0.954288], [-3.000662, -0.898057, -6.720902], [-2.529402, 2.194903, 0.296468], [2.410188, 4.873593, 3.413688], [1.938738, 0.434643, 5.278768], [3.883438, 3.068883, 0.501608], [-1.501732, 3.288083, 0.614538], [1.431968, 0.344743, -2.829722], [-1.462742, -8.425997, 1.238668], [1.392068, 0.816453, -7.192432], [1.963408, -5.228837, -0.011232], [1.531998, -4.043377, -2.248892], [0.546978, -0.556037, 0.530148], [1.053518, 1.810593, -2.823142], [-1.419302, -2.045007, 0.385668], [-0.332522, 2.333153, -8.168752], [5.108228, -1.080467, -1.616402], [-0.110742, -5.197977, 4.289128], [-3.075302, -2.128007, 4.346848], [-3.325182, 0.221763, -3.727452], [-2.403582, -7.478907, 1.865338], [-0.155642, -5.088307, -1.303572], [-4.557752, -2.242867, 4.288238], [-4.882112, 0.320223, -2.177372], [4.138918, 2.092823, 0.914108], [1.783968, 1.151923, 6.084778], [-2.498552, -5.720467, 3.047148], [-0.161902, -2.542017, 4.566278], [-0.857322, 2.904403, 1.405508], [2.016128, 0.728843, -6.303062], [9.135878, 2.696083, -2.711372], [-2.019022, -5.047627, -3.920212], [-1.650722, -1.033307, 5.170808], [-3.786232, 2.449893, 2.014468], [-2.685462, -5.280587, -2.245712], [9.786968, 2.358403, -1.148732], [-2.776762, -1.509087, 3.500728], [0.608088, -0.657617, 1.603628], [-1.876382, -1.539527, 1.236358], [-6.876112, -1.475957, 3.365828], [5.732728, -4.190597, 0.842418], [-3.180012, -0.602827, 5.646918], [-4.558162, 0.287543, 2.286958], [1.526778, -3.149797, 4.341378], [7.522898, 3.324653, -0.043742], [-3.364762, 6.013623, 0.920908], [-2.609152, 1.250763, 2.166238], [2.302088, 0.652183, -0.160292], [-1.044832, -9.044097, 2.033278], [3.463308, 4.494213, -4.420582], [3.196438, 2.863143, -0.319242], [-0.472012, 5.041003, 3.010298], [-3.687692, 4.740113, -0.197492], [-0.202652, 5.932923, 1.556128], [2.813628, -5.745507, -0.456522], [0.792638, -5.437607, 4.850018], [-4.780422, -2.989697, 5.050318], [0.819238, 5.208083, -5.302972], [7.071518, -4.934487, 0.002948], [-0.822712, -1.358757, -2.319802], [-1.752972, -3.019887, 6.755108], [-1.810662, 3.476123, -6.973252], [2.106968, -0.944297, 7.013058], [3.299728, 2.846983, -3.914832], [4.340418, 3.775013, 3.127218], [0.450528, 6.644863, 4.353648], [-0.949662, 3.481303, -0.305242], [0.129788, 2.445233, -9.149462], [-3.427412, -2.769717, 7.008488], [-6.857522, 0.118653, 4.055738], [2.652548, -4.698597, 1.845298], [-2.500842, -3.044117, 4.209538], [-1.980942, -9.006707, 0.475548], [4.443718, 3.157053, -5.262562], [-4.183442, 0.500133, -4.339022], [-3.667232, 3.436493, -5.188612], [-3.886432, -0.167477, 0.694158], [2.359728, 5.174263, 4.449758], [-0.743562, -4.793737, 5.079198], [5.246528, -3.967457, -1.543562], [2.667798, 0.814483, 4.563018], [0.601428, 1.771763, 3.606058], [1.732938, 2.394503, -2.202222], [-0.547582, 7.646883, 3.368608], [0.887168, -0.122187, -3.650252], [-6.292752, 0.394823, 0.470508], [0.747048, -0.062147, -7.203522], [7.367248, 1.815303, -1.003432], [-0.583362, 3.891523, -3.651502], [1.193928, 7.692823, 3.015118], [-1.189882, 2.874693, -4.961872], [-2.863952, 1.208463, -3.685232], [-3.099762, -7.013107, 1.167868], [-5.319052, 1.745153, -0.296072], [9.526258, 3.954103, -1.449662], [0.296798, -3.451417, -4.041712], [4.220788, -1.706057, -1.520582], [-0.154622, -8.663857, -1.273182], [7.262788, 5.433653, -1.478902], [-2.156092, 1.188633, 8.675698], [-4.087082, -1.204867, -2.223462], [5.121038, 6.006773, -3.341562], [1.283308, 4.109803, 0.383258], [-1.370782, -0.165747, -5.563342], [-2.218962, -2.182027, -0.342252], [-0.795222, -5.567117, -0.576882], [-7.220332, -1.263687, 5.024418], [-7.770932, 3.288553, 1.754558], [0.780338, -2.157397, 3.108698], [2.562538, -3.732887, -2.338262], [-0.998962, -7.126257, 4.417618], [-1.030392, 1.495973, -8.182952], [-4.820702, -2.657457, 3.315058], [-2.057292, -1.924217, 9.044188], [-1.948652, 1.350093, -0.073862], [-3.302542, 2.451773, -0.427672], [-1.346142, -0.720017, 7.919378], [-0.517572, 5.570333, -7.092532], [1.278248, -7.989257, -0.513242], [-2.891372, 0.508193, 10.117198], [-2.961602, -7.970727, 2.662098], [-0.002902, 2.024633, -2.661052], [-2.411892, -3.673047, -2.900612], [0.539438, -9.475337, -0.019292], [4.682658, 3.680423, 0.082848], [-3.851132, 1.350743, 8.843698], [-3.818312, 5.030423, -4.353752], [6.869018, -3.428277, -2.049492], [0.222458, -6.980477, 3.088308], [-2.200992, 5.695693, -0.428152], [1.095948, 2.178693, -3.848222], [-1.472932, 4.219403, -8.610262], [-0.917762, -2.950167, 0.728058], [7.275748, -3.431317, 0.647838], [-3.209412, 0.157843, -1.593952], [1.572778, -3.440917, 1.222938], [1.413148, -5.995737, 0.533908], [-7.948942, 1.936603, 0.706248], [3.140428, -3.567847, 0.447968], [2.040498, 0.784253, -8.067992], [1.155718, 3.547123, -5.641032], [0.770378, 4.635203, -7.617592], [3.539488, -0.501737, 6.080038], [5.817488, 1.771003, -2.766262], [-7.013522, 3.388163, 0.180318], [-1.419542, -5.597347, 1.917918], [2.431908, -1.765917, 5.541468], [-3.225552, 3.676783, -3.445902], [2.517738, 0.315943, -2.921252]], "atomic_forces_ev_per_a": [[0.0884, 0.4335, -0.2050], [0.1188, -0.5215, 0.9622], [0.8274, 0.5445, 0.6557], [-0.9755, -0.2514, 0.1523], [-1.0152, 0.8567, -0.0921], [-0.5306, 3.2921, -0.1846], [-1.0497, 0.8722, -0.9632], [2.9700, 0.5744, 0.1598], [0.4218, 0.1675, -0.4921], [-0.3457, 0.5012, 1.0134], [0.5001, -1.5477, -0.4679], [0.8205, -0.8994, -0.9939], [-1.6531, 0.6466, 1.2654], [3.0482, -0.5006, 0.7541], [1.5625, -2.0395, 0.1312], [-0.0980, -0.6776, -0.4761], [-2.4766, -1.9315, -1.0286], [0.6970, 1.8227, 1.8468], [0.2509, 0.8737, 0.5043], [0.7242, 0.7345, -1.9108], [-1.0681, -1.2526, 0.9945], [-0.1988, 1.0336, -0.5316], [-2.1453, 0.9519, -0.2290], [-0.3264, 1.5526, 0.5685], [-2.4545, 1.8634, 0.3193], [0.1275, 0.2147, 1.5823], [1.1800, -1.5194, -3.4169], [0.3553, 0.7787, -0.9860], [-0.7659, 1.5380, -0.3016], [-1.2371, 1.8315, 0.9181], [2.9677, -1.1405, 3.7892], [1.5126, -1.0742, 0.2081], [0.7751, -2.3775, -1.9324], [-1.4297, 0.1313, -1.4897], [-3.7934, 1.3247, -3.5789], [-0.8891, -1.0018, -2.3547], [3.4939, 2.6194, -3.4985], [-2.7980, -1.5474, 1.5922], [0.2697, 0.7565, 0.1507], [4.1405, -1.3896, 2.2830], [-2.4132, 2.1468, 2.0297], [-1.2185, -2.8118, 0.0356], [-1.0008, -2.3713, 1.7822], [4.1527, -1.8386, -1.2551], [0.8710, 1.6455, 0.8877], [0.8643, -1.3932, -1.3031], [-0.5809, -1.2381, 0.4146], [-1.2954, 0.5424, -0.3489], [-0.9579, 0.9081, 0.5139], [1.0643, -0.8521, 0.4152], [0.7577, 0.9057, 2.6687], [0.7200, 0.2841, 0.0689], [-1.3530, -1.2854, -0.7486], [0.3668, 1.8386, -0.6466], [-0.8302, 0.2418, -0.4298], [-1.0386, 0.4214, -0.1299], [1.6098, -1.4306, 0.6696], [-0.2013, -3.3780, 0.2802], [0.8654, 0.0515, 0.0287], [2.6666, -1.6869, -0.3698], [1.3261, 1.7067, -0.3377], [-0.9948, -1.0623, 0.1547], [1.0018, 0.6669, 1.4899], [0.3936, -0.1093, 0.5581], [-0.9104, 1.0326, -1.0546], [1.4287, -0.2487, -0.4772], [1.4486, 0.6191, 2.5260], [1.9808, 2.7628, 1.2097], [-0.0798, 0.0571, 1.4080], [-0.8503, -0.9697, 1.8867], [-0.7324, -1.7223, -1.3929], [-0.1638, 0.0774, -0.7662], [0.3464, 0.6544, 1.4457], [-0.1785, 0.7661, -1.1912], [1.0824, -0.3764, 1.6384], [-0.5510, -1.2282, 0.1242], [0.3110, 0.2420, -1.4032], [-0.2074, 0.6794, -1.1279], [-0.1083, -1.4708, 0.3263], [-0.8971, 0.2355, -0.7405], [0.2417, -0.0061, -0.6289], [-0.1652, -3.2646, 1.5153], [0.0493, -0.4767, 0.8712], [1.4735, -1.3576, -2.7044], [-1.6073, -0.8140, 1.6637], [-1.2285, -0.8332, -0.4976], [-1.4587, -0.4529, -0.2391], [-0.3189, 1.0539, -0.9582], [0.8583, -0.0509, -0.3339], [-0.1972, -0.7176, -0.6393], [-0.5831, -0.4477, 0.0159], [-1.4039, -0.7670, -0.6076], [0.5416, 0.1221, -0.1360], [-0.1476, 0.5393, -0.8562], [-1.4479, -0.5808, 0.6564], [0.4453, 0.2858, 1.3940], [-2.1160, 1.1520, 2.9038], [-0.0029, 0.5154, 0.0446], [1.0258, 1.2219, -1.2373], [-1.1590, -0.7674, -0.5124], [-1.0572, 1.6996, 1.3835], [-1.1894, 0.9503, -0.3935], [-0.4142, -0.0033, 0.9001], [0.0945, 0.3154, -0.1071], [0.7098, 0.1696, -0.1611], [0.5105, 0.4317, -0.2719], [-0.4490, -0.0480, 0.2554], [0.2475, 0.1927, 0.1436], [0.2441, -0.0197, -0.0646], [-0.0659, 0.3565, 0.0747], [-0.4077, 0.3162, 0.0086], [-0.2083, -0.0526, 0.1188], [0.8838, 0.7645, 0.4197], [0.1977, 0.6822, 0.3298], [0.5982, -0.1886, 0.1774], [-0.4301, -0.5148, 0.2277], [0.2400, 0.1800, -0.0736], [-0.2399, 0.3738, -0.0313], [0.0818, -0.0992, 0.1599], [0.6531, -0.2030, -0.3267], [-0.4546, 0.2291, -0.4423], [-0.1137, 0.7470, 0.3819], [-0.2985, -0.2549, -0.1193], [-0.0853, 0.1634, 0.2584], [0.2055, -0.1185, -0.0373], [0.3923, 0.0205, 0.0886], [1.2163, 0.0635, 1.1793], [0.1743, -0.2941, -0.1373], [0.2916, -0.4763, -0.2686], [-0.0104, -0.0856, -0.5851], [0.2016, 0.0399, -0.2150], [-0.3260, 0.4748, 0.3299], [-0.0937, -0.2275, -0.2508], [0.3569, -0.0118, -0.0968], [0.2180, 0.2049, 0.1410], [0.5082, -0.1409, -0.2372], [-1.0570, 0.1122, 0.2557], [-0.2391, 0.0991, 0.7335], [-0.3430, -0.4097, -0.4327], [0.0820, 0.0819, -0.4286], [0.3670, 0.3272, -0.0857], [-0.1122, 0.2181, -0.4221], [-0.1884, 0.4317, -0.0115], [0.2875, -0.0843, 0.0515], [-0.0367, 0.2502, 0.2369], [0.6162, 0.9178, 0.4388], [0.2842, 0.2422, -0.1291], [0.1968, -0.0140, -0.0132], [-0.2908, 0.5351, -0.1976], [0.3848, 0.1215, 0.0540], [0.5973, 0.6103, 0.1180], [-0.3866, -0.2789, 0.2884], [-0.3854, -0.4048, 0.4227], [-0.3964, 0.2505, -0.2111], [-0.1076, -0.7843, -0.7854], [0.1746, -0.0858, 0.0125], [0.0648, 0.0448, 0.0364], [-0.0868, 0.3062, -0.3447], [-0.8030, -0.3289, 0.1056], [-0.7269, 0.8153, -0.5694], [-0.4646, -0.0131, -0.5846], [0.4314, 0.1560, -0.7332], [-0.3575, 0.2604, 0.0789], [0.0048, -0.1220, -0.3030], [0.4129, -0.4186, -0.0836], [-0.0406, 0.0212, -0.3158], [-0.1993, -0.0916, -0.0506], [-0.1757, -0.0056, 0.4318], [0.7671, -0.0572, 0.0476], [0.0369, -0.2495, 0.1829], [0.7174, -0.7199, -0.0347], [1.2715, -0.1097, 0.1338], [0.0884, 0.1007, -0.0421], [-0.1967, -0.3895, -0.4475], [-0.3945, 0.4004, -0.5976], [-0.1104, 0.0346, -0.3446], [-1.1341, -0.0687, -1.3660], [-0.5065, 0.6552, -0.2363], [-0.4271, 0.5685, -0.3153], [0.3428, -0.1396, -0.0646], [0.1055, -0.1183, -0.4442], [-0.0372, -0.1761, 0.0329], [-0.3517, 0.6288, 0.0233], [0.1461, 1.1260, -0.4350], [0.1362, -0.6048, 0.1477], [0.1705, -0.1980, -0.0361], [0.5223, -0.1835, 0.5561], [0.3259, 0.0500, 0.1761], [-0.4560, -0.4811, -0.2715], [-0.1494, 0.1224, -0.2760], [0.1680, -0.2589, -0.1848], [-0.3876, 0.2571, -0.2685], [-0.1625, 0.1155, -0.1566], [0.0612, -0.3154, -0.0739], [-0.2840, -0.2911, -0.0077], [0.2642, 0.2125, -0.0039], [0.6496, -0.2820, 0.1197], [0.1984, 0.4891, 0.3575], [-0.1959, 0.3206, 0.1966], [-0.2968, -0.6411, -0.0665], [-0.1426, -0.1602, -0.2085], [-0.0589, -0.3568, 0.8742], [-0.3637, -0.0299, -0.3040], [0.0168, -0.0022, 0.9660], [0.0469, -0.0618, 0.5272], [-0.1554, -0.2159, 0.3916], [-0.3182, -0.2956, -0.2194], [0.0541, -0.3201, 0.1801], [-0.2536, 0.0010, -0.0542], [-0.1141, 0.2914, -0.1576], [0.6951, 0.0208, -0.1480], [-0.0850, -0.1589, 0.1576], [-0.5384, -0.2191, -0.1466], [-0.1944, 0.6371, -0.2402], [-0.0181, 0.0456, 0.3134], [-0.2605, -0.2892, -0.1229], [-0.3308, 0.0224, -0.2630], [0.1628, -0.1854, -0.2882], [0.4097, 0.1421, 0.7160], [0.0579, 0.0398, -0.1104], [-0.6211, -0.1596, -0.1640], [0.4012, 0.4185, -0.1074], [0.2704, -0.5477, 0.4248], [-0.9330, -0.0230, -0.3836], [-0.0190, -0.1234, -0.2801], [0.1642, 0.3044, -0.6517], [0.0087, 0.3532, -0.5621], [0.4787, -0.2694, -0.0363], [-0.0249, -0.6626, 0.0042]]}